Density functional theory data (ωB97M-V/def2-TZVPD) for C30H45Br2IN4O4PSe2W as an isolated structure at a distorted geometry.

Geometry as XYZ:
```
90
Properties=species:S:1:pos:R:3:forces:R:3
W -0.399307 -0.335372 -1.160808 -0.51 0.04 0.87
O 0.324023 0.066775 -4.190321 0.22 0.05 0.14
C -0.530744 0.646372 -5.170564 -0.14 0.00 -0.10
C -1.888499 0.993600 -4.567735 0.12 -0.08 0.13
C -2.730018 1.553740 -5.750076 -0.05 0.01 0.00
O -3.993248 1.914954 -5.241028 0.02 -0.01 0.02
C -1.829950 2.141713 -3.573718 0.05 -0.01 -0.04
Se -0.989307 1.919113 -1.784102 -0.10 -0.21 -0.21
C -2.677612 -0.203614 -4.054752 -0.05 0.05 0.08
Se -1.984861 -1.441604 -2.649961 0.29 -0.01 -0.23
H 1.051905 -0.369445 -4.645784 0.00 -0.06 -0.12
H -0.675713 -0.058785 -5.991874 -0.02 -0.01 -0.03
H -0.075580 1.553624 -5.574064 0.00 0.04 -0.03
H -2.808724 0.778147 -6.518624 0.00 0.01 -0.01
H -2.204838 2.412307 -6.181660 0.00 0.00 0.00
H -4.545370 2.275824 -5.943123 -0.02 0.01 -0.02
H -2.839605 2.445739 -3.307260 0.00 0.04 0.04
H -1.313394 3.001275 -3.996445 0.09 -0.01 0.02
H -2.864882 -0.905698 -4.867076 0.04 -0.06 0.02
H -3.644369 0.119896 -3.673993 -0.01 0.01 0.00
Br 2.075599 -5.500415 0.336575 0.00 0.03 0.01
C 0.593447 -5.722214 -0.805079 0.07 0.04 -0.03
C 0.511405 -6.886380 -1.556961 -0.03 0.00 -0.03
C -0.562939 -7.089383 -2.409593 0.00 0.00 0.01
C -1.570480 -6.140992 -2.513748 0.01 -0.07 -0.04
C -1.506863 -4.979192 -1.763487 -0.14 0.17 0.13
C -0.422744 -4.780215 -0.922646 0.20 0.01 -0.09
I -0.357274 -3.058322 0.292727 -0.38 -0.10 -0.06
H 1.290411 -7.631327 -1.468981 0.00 0.01 0.01
H -0.613809 -8.002690 -2.987212 -0.01 0.01 0.01
H -2.415968 -6.310651 -3.166829 0.01 0.01 0.02
H -2.308385 -4.253073 -1.813012 0.04 -0.05 0.01
C 2.891915 0.209187 -2.183423 -0.16 0.11 0.09
C 1.549822 -0.298592 -1.881107 -0.04 -0.07 -0.47
O 1.127096 -1.454448 -1.991059 0.26 0.16 0.16
H 3.481373 -0.502057 -2.756464 -0.01 -0.08 -0.03
H 3.372207 0.391923 -1.215177 0.02 0.03 0.00
H 2.805023 1.170114 -2.690843 0.03 0.01 0.01
O 0.387210 0.220448 0.516268 -0.07 0.13 -0.17
P 1.113799 0.763900 1.835883 0.17 -0.17 -0.15
N 2.517689 1.412058 1.299888 -0.28 0.00 0.12
C 2.407723 2.625959 0.441739 -0.04 -0.01 -0.02
C 3.810261 3.218184 0.479447 0.02 -0.02 0.00
C 4.261867 2.919290 1.907076 0.02 0.02 0.00
C 3.752158 1.503262 2.145179 0.00 -0.14 -0.02
N 0.100599 1.838789 2.507514 0.17 -0.11 0.00
C 0.654377 2.758494 3.555452 0.02 -0.02 -0.04
C -0.437085 3.822705 3.756240 0.01 -0.01 0.03
C -1.672407 3.246349 3.065057 -0.03 0.02 0.02
C -1.076629 2.498103 1.888943 0.09 0.02 -0.06
N 1.382601 -0.516077 2.783891 0.23 0.27 0.05
C 2.450228 -1.516727 2.466095 -0.06 0.00 -0.01
C 3.020837 -1.868637 3.830693 0.01 -0.02 0.00
C 1.770165 -1.851805 4.704856 -0.04 0.00 -0.01
C 1.044841 -0.591782 4.242538 -0.12 -0.04 -0.03
H 1.680256 3.328041 0.863776 0.02 0.01 0.00
H 2.069384 2.364158 -0.562227 0.00 -0.01 -0.01
H 3.813328 4.277774 0.235207 0.00 0.01 0.01
H 4.456326 2.707656 -0.238779 0.01 0.00 0.01
H 3.800079 3.618723 2.606744 -0.01 0.00 -0.01
H 5.339056 2.984989 2.040770 0.01 0.00 -0.01
H 3.529314 1.295783 3.192044 0.01 0.01 0.00
H 4.476079 0.763750 1.799118 0.01 0.00 0.00
H 1.591617 3.205469 3.212606 -0.02 -0.02 0.06
H 0.849480 2.205168 4.469632 0.00 -0.03 0.03
H -0.137709 4.759439 3.286772 -0.02 -0.01 -0.02
H -0.600948 4.024083 4.812058 0.00 0.01 -0.01
H -2.376524 4.013620 2.748765 0.01 0.00 0.01
H -2.196678 2.546816 3.720142 0.02 0.01 -0.01
H -0.746950 3.202454 1.118177 -0.04 0.00 -0.02
H -1.742727 1.772807 1.439104 -0.03 0.03 0.03
H 3.173673 -1.110162 1.762648 0.06 0.04 0.01
H 1.989996 -2.395130 2.012853 0.00 -0.02 -0.04
H 3.731531 -1.106619 4.158929 -0.01 -0.01 0.00
H 3.534540 -2.827897 3.823895 -0.02 0.00 0.00
H 1.977707 -1.822258 5.772154 0.02 0.01 -0.01
H 1.160107 -2.735411 4.504523 0.01 0.01 0.01
H 1.437044 0.277337 4.767054 0.01 0.02 0.03
H -0.034553 -0.632431 4.385475 0.03 0.01 0.00
Br -6.218774 0.561736 -0.205433 0.04 -0.02 0.03
C -4.590745 0.062067 0.571065 -0.02 0.01 0.01
C -4.503654 -0.344332 1.895641 -0.09 0.02 -0.03
C -3.254019 -0.666116 2.394446 0.06 -0.01 0.03
C -2.152467 -0.598417 1.566328 -0.02 -0.04 0.02
N -2.231817 -0.236814 0.275378 -0.05 -0.06 0.00
C -3.443820 0.100157 -0.197292 0.04 0.14 -0.05
H -5.388383 -0.397784 2.517048 0.01 0.01 -0.01
H -3.130017 -0.973232 3.423710 0.00 0.00 -0.01
H -1.173249 -0.823784 1.957888 0.08 -0.06 0.02
H -3.494454 0.446012 -1.217689 -0.01 -0.04 -0.04
```
Forces are in eV/Å.

Molar mass   1185.2 g/mol
Frontier orbital gap   5.21 eV
HOMO level   -15.87 eV
Spin multiplicity   1
Charge   +3